DFT (ωB97M-V/def2-TZVPD) results for one molecule with the formula ClHN6.

```
8
ClHN6 | the Open Molecules 2025 dataset | ωB97M-V/def2-TZVPD
N 1.84 0.15 -0.23
N 1.43 -0.93 0.27
N 0.90 1.08 -0.18
N 0.49 -1.53 0.54
N -0.35 0.76 -0.15
N -0.86 -0.42 -0.47
Cl -2.47 -0.61 0.04
H -0.97 1.51 0.18
```

Computed properties:
Kohn-Sham gap = 8.8 eV
calculated total energy = -21472.2470 eV
energy above the lowest of the compared OMol25 structures with the same formula, charge and spin = 1.533 eV
LUMO level = -0.009 Ha
M = 120.50 g mol⁻¹

How positive or negative is each atom? The natural (NBO) charges in e answer that:
1 N -0.204
2 N 0.109
3 N -0.048
4 N 0.080
5 N -0.134
6 N -0.327
7 Cl 0.127
8 H 0.398


DFT (ωB97M-V/def2-TZVPD) results for an isolated ion of composition C7H12NO2 and charge +1.

```
22
C7H12NO2 | the Open Molecules 2025 dataset | ωB97M-V/def2-TZVPD
C 2.20 0.45 1.11
C 0.92 0.02 1.18
C -1.10 0.63 -0.04
C 2.55 0.82 -0.33
C 1.38 0.32 -1.09
C 0.33 -0.14 -0.14
C -3.34 0.03 0.39
N -0.03 -1.59 -0.46
O -1.43 1.76 -0.26
O -1.91 -0.37 0.35
H 2.83 0.69 2.01
H 0.39 -0.30 2.00
H 2.50 1.93 -0.46
H 3.53 0.37 -0.54
H 1.14 1.09 -1.77
H 1.46 -0.49 -1.80
H -3.67 0.22 1.54
H -3.98 -0.74 -0.05
H -3.41 0.98 -0.14
H -0.80 -1.92 0.24
H 0.91 -1.94 -0.45
H -0.48 -1.81 -1.30
```

Computed properties:
charge = +1
Kohn-Sham gap = 10.5 eV
calculated total energy = -13030.2533 eV
energy above the lowest of the compared OMol25 structures with the same formula, charge and spin = 2.160 eV
SMILES = COC(=O)[C@]1([NH3+])C=CCC1
LUMO level = -0.123 Ha
M = 142.18 g mol⁻¹

Atomic partial charges in e from the natural (NBO) method, atoms 1 to 8:
1 C -0.060
2 C -0.285
3 C 0.802
4 C -0.452
5 C -0.447
6 C 0.017
7 C -0.287
8 N -0.697


DFT (ωB97M-V/def2-TZVPD) results for C13H12Cl2F6N3O6PbS4 as an isolated structure.

```
47
C13H12Cl2F6N3O6PbS4 | the Open Molecules 2025 dataset | ωB97M-V/def2-TZVPD
Pb -0.27 -0.83 0.33
N 0.94 0.53 -1.32
C 1.38 1.84 -0.84
C 2.51 1.72 0.24
C 1.89 1.93 1.60
O 1.78 2.96 2.15
O 1.35 0.74 2.12
H 1.70 -0.08 -1.65
H 0.38 0.70 -2.17
H 0.50 2.43 -0.53
H 1.76 2.45 -1.61
H 3.30 2.43 0.14
H 2.90 0.69 0.20
F 2.49 -1.29 -3.30
C 3.03 -2.23 -2.47
F 3.64 -1.54 -1.48
F 3.94 -2.92 -3.11
S 1.59 -3.23 -1.83
O 0.57 -2.23 -1.61
O 1.22 -4.18 -2.81
N 2.03 -3.88 -0.46
S 1.99 -3.08 0.92
O 2.02 -1.60 0.73
O 0.99 -3.63 1.78
C 3.69 -3.32 1.67
F 3.87 -4.59 1.89
F 4.59 -2.81 0.83
F 3.68 -2.69 2.80
Cl -3.44 -0.76 0.74
C -3.86 -1.85 -0.62
Cl -2.76 -1.37 -1.96
H -4.92 -1.71 -0.91
H -3.60 -2.86 -0.31
S 0.31 0.90 3.45
C -1.02 1.58 2.56
N -1.07 1.48 1.26
C -2.19 2.07 0.71
C -2.52 2.21 -0.65
C -3.69 2.81 -0.97
C -4.53 3.31 -0.02
C -4.23 3.20 1.31
C -3.06 2.62 1.65
S -2.45 2.33 3.22
H -2.01 1.69 -1.47
H -4.00 2.89 -2.03
H -5.51 3.72 -0.26
H -4.92 3.48 2.09
```

Computed properties:
charge = +1
Kohn-Sham gap = 8.7 eV
calculated total energy = -120362.8714 eV
energy above the lowest of the compared OMol25 structures with the same formula, charge and spin = 0.000 eV
LUMO level = -0.129 Ha
M = 826.62 g mol⁻¹

Atomic partial charges in e from the natural (NBO) method, atoms 1 to 8:
1 Pb 1.502
2 N -0.939
3 C -0.228
4 C -0.519
5 C 0.817
6 O -0.508
7 O -0.691
8 H 0.423


DFT (ωB97M-V/def2-TZVPD) results for a 2-piece molecular cluster, C5H7NO overall.

```
14
C5H7NO | the Open Molecules 2025 dataset | ωB97M-V/def2-TZVPD
C 0.91 0.89 0.46
C 0.74 0.14 -0.88
O 1.02 -1.25 -0.79
C -0.23 -1.70 -0.09
C -0.17 -1.23 1.27
N -0.29 0.10 0.91
C -0.70 -0.18 -0.42
H 1.79 0.72 1.09
H 0.66 1.95 0.38
H 1.06 0.58 -1.83
H -0.56 -2.66 -0.46
H -2.18 2.36 -0.71
H -0.22 -1.63 2.27
H -1.83 1.91 -1.20
```

Computed properties:
Kohn-Sham gap (spin up / spin down) = 7.6 / 7.8 eV
calculated total energy = -8828.2764 eV
energy above the lowest of the compared OMol25 structures with the same formula, charge and spin = 7.926 eV
LUMO level (spin up / spin down) = -0.008 / -0.007 Ha
M = 97.12 g mol⁻¹

Atomic partial charges in e from the natural (NBO) method, atoms 1 to 8:
1 C -0.233
2 C 0.006
3 O -0.469
4 C -0.027
5 C -0.058
6 N -0.332
7 C 0.078
8 H 0.218


DFT (ωB97M-V/def2-TZVPD) results for a 2-piece molecular cluster, C3H7NO3PS overall.

```
16
C3H7NO3PS | the Open Molecules 2025 dataset | ωB97M-V/def2-TZVPD
C 3.83 0.07 0.01
C -2.66 -0.57 -0.38
C -1.72 -0.35 0.73
N 3.58 0.98 -0.70
O 0.29 0.04 -1.48
O 1.22 1.92 0.00
O -1.08 0.88 0.55
P 0.38 0.67 -0.16
S 4.24 -1.26 0.71
H 1.04 -0.29 0.92
H -2.19 -0.78 -1.43
H -3.05 -1.61 -0.19
H -3.28 0.26 -0.41
H -0.98 -1.07 0.79
H -2.31 -0.39 1.55
H 2.70 1.48 -0.51
```

Computed properties:
charge = -1
Kohn-Sham gap = 9.0 eV
calculated total energy = -30984.2609 eV
energy above the lowest of the compared OMol25 structures with the same formula, charge and spin = 0.661 eV
LUMO level = 0.121 Ha
M = 168.13 g mol⁻¹

Atomic partial charges in e from the natural (NBO) method, atoms 1 to 8:
1 C 0.230
2 C -0.625
3 C -0.076
4 N -0.645
5 O -1.162
6 O -1.183
7 O -0.807
8 P 2.212


DFT (ωB97M-V/def2-TZVPD) results for a 2-piece molecular cluster, C6H5BrFISi overall.

```
15
C6H5BrFISi | the Open Molecules 2025 dataset | ωB97M-V/def2-TZVPD
C 0.64 -1.86 1.00
C 1.27 -1.22 -0.05
C -0.52 -1.32 1.54
C 0.75 -0.05 -0.57
C -1.05 -0.15 1.04
C -0.42 0.49 -0.04
F -2.59 2.32 -0.06
Si -1.15 2.06 -0.72
Br 2.87 2.57 -2.47
I -1.34 2.68 -3.07
H 1.05 -2.77 1.41
H 2.18 -1.63 -0.46
H -1.02 -1.82 2.36
H 1.26 0.45 -1.39
H -1.95 0.26 1.47
```

Computed properties:
Kohn-Sham gap (spin up / spin down) = 7.5 / 6.1 eV
calculated total energy = -95041.6143 eV
multiplicity = 3
LUMO level (spin up / spin down) = 0.008 / -0.139 Ha
<S²> = 2.006
M = 331.00 g mol⁻¹

Atomic partial charges in e from the natural (NBO) method, atoms 1 to 8:
1 C -0.188
2 C -0.210
3 C -0.209
4 C -0.189
5 C -0.191
6 C -0.554
7 F -0.668
8 Si 1.345


DFT (ωB97M-V/def2-TZVPD) results for one molecule with the formula C5H8N2S.

```
16
C5H8N2S | the Open Molecules 2025 dataset | ωB97M-V/def2-TZVPD
C 2.24 -0.34 -0.39
C 0.01 -0.63 -0.02
C -1.46 -0.22 -0.14
C -1.77 1.20 -0.12
C -1.05 2.27 0.27
H 2.37 -1.25 -1.01
H 2.44 -0.60 0.66
H 2.92 0.45 -0.69
H 1.03 -2.37 0.48
H -0.68 -2.40 0.80
H -2.72 1.43 -0.58
H -0.11 2.23 0.80
H -1.55 3.24 0.18
N 0.88 0.18 -0.46
N 0.15 -1.89 0.50
S -2.69 -1.29 -0.29
```

Computed properties:
Kohn-Sham gap = 7.9 eV
calculated total energy = -19128.7606 eV
energy above the lowest of the compared OMol25 structures with the same formula, charge and spin = 1.661 eV
SMILES = C=CC(=S)/C(N)=N/C
LUMO level = -0.033 Ha
M = 128.20 g mol⁻¹

Atomic partial charges in e from the natural (NBO) method, atoms 1 to 8:
1 C -0.451
2 C 0.360
3 C -0.118
4 C -0.283
5 C -0.267
6 H 0.187
7 H 0.184
8 H 0.210


DFT (ωB97M-V/def2-TZVPD) results for one molecule with the formula C3H6N2.

```
11
C3H6N2 | the Open Molecules 2025 dataset | ωB97M-V/def2-TZVPD
C -0.56 0.18 -0.13
N -1.91 -0.06 -0.16
C 0.44 -0.82 0.15
C 1.69 -0.26 0.01
N -0.15 1.41 0.10
H -2.24 -0.92 0.26
H -2.48 0.74 0.07
H 0.48 1.85 -0.59
H 0.23 -1.70 0.74
H 2.56 -0.77 0.40
H 1.95 0.36 -0.84
```

Computed properties:
Kohn-Sham gap (spin up / spin down) = 7.7 / 7.7 eV
calculated total energy = -6185.4361 eV
energy above the lowest of the compared OMol25 structures with the same formula, charge and spin = 3.109 eV
SMILES = [H]/N=C(/N)C=C
LUMO level (spin up / spin down) = 0.006 / 0.006 Ha
M = 70.09 g mol⁻¹

Atomic partial charges in e from the natural (NBO) method, atoms 1 to 8:
1 C 0.444
2 N -0.763
3 C -0.315
4 C -0.252
5 N -0.863
6 H 0.372
7 H 0.407
8 H 0.369